Below is an isolated molecule of C4H7NOS, with properties calculated with ωB97M-V/def2-TZVPD.

XYZ file:
```
14
Properties=species:S:1:pos:R:3:mulliken_charge:R:1
C 1.5717 -0.6690 -0.9728 -0.8928
C 1.0087 -0.5542 0.4187 0.5549
O 1.7750 -0.8165 1.4758 -0.4621
N -0.1263 -0.0299 0.7169 -0.2954
C -1.2975 0.2672 0.0969 -0.2794
C -2.0059 1.5429 0.2085 -0.5737
S -3.3134 0.6402 0.9554 -0.2984
H 1.8274 0.3138 -1.2263 0.2415
H 1.0199 -1.2953 -1.7129 0.3226
H 2.4724 -1.3408 -0.8643 0.3190
H 2.4094 -1.6127 1.3260 0.3512
H -1.7296 -0.5208 -0.5061 0.4634
H -1.5267 2.0942 0.9160 0.2998
H -2.0851 1.9810 -0.8317 0.2494
```

Calculated values
HOMO-LUMO gap = 7.8812 eV
Calculated total energy = -18631.4899 eV
ΔE to the lowest compared entry with this formula, charge and spin = 295.22 kJ/mol
SMILES = C/C(O)=N\[C@@H]1CS1
Total charge = 0
F_max = 3.883 eV Å⁻¹



Below is a structure of composition BrH14O7, with properties calculated with ωB97M-V/def2-TZVPD.

XYZ file:
```
22
Properties=species:S:1:pos:R:3:mulliken_charge:R:1
Br 0.2169 0.4903 0.0577 -1.1586
O 2.7848 1.1117 0.6950 -0.7049
H 1.8584 1.0447 0.4635 0.1967
H 3.2325 0.5567 0.0565 0.3402
O 0.6075 -1.7666 1.2824 -0.6802
H 1.2556 -2.4680 1.2176 0.2795
H 0.8700 -1.1347 0.6131 0.4091
O -1.4594 1.8438 1.4053 -0.7636
H -1.6439 1.0536 1.9130 0.2972
H -0.6900 1.6187 0.8822 0.5167
O 1.5288 1.2299 -1.9053 -0.7686
H 2.2517 0.7411 -1.5121 0.2414
H 0.8179 1.1612 -1.2680 0.5693
O -0.3175 -1.7868 -0.9843 -0.7683
H -0.0213 -0.8823 -0.8826 0.7631
H 0.0320 -2.2414 -0.2180 0.4790
O -2.3148 0.6317 -0.9899 -0.5943
H -1.3890 0.6208 -0.7470 0.5025
H -2.3866 1.3393 -1.6304 0.2962
O -2.0685 -0.9327 0.3362 -0.5909
H -2.0042 -1.5032 1.1021 0.2602
H -1.1607 -0.7277 0.1128 -0.1217
```

Calculated values
HOMO-LUMO gap = 8.5100 eV
Calculated total energy = -84596.8134 eV
ΔE to the lowest compared entry with this formula, charge and spin = 966.16 kJ/mol
Total charge = -1
F_max = 4.870 eV Å⁻¹



Below is the ion C4H12N3OS with charge +1, with properties calculated with ωB97M-V/def2-TZVPD.

XYZ file:
```
21
Properties=species:S:1:pos:R:3:mulliken_charge:R:1
C 2.0031 1.1905 0.7920 -0.7182
N 1.3552 -0.1000 0.5231 -0.1915
N 0.1923 -0.2135 1.1997 -0.1545
C -0.8774 -0.8368 0.5445 -0.7715
S -0.6491 -2.8135 0.1962 -0.2111
N -0.9971 -0.0483 -0.6618 0.3123
C -1.7783 1.1983 -0.5617 -0.8440
C 0.0844 -0.0202 -1.5218 0.1050
O 0.7109 -1.0405 -1.9116 -0.3669
H 1.1842 1.9497 0.5917 0.2311
H 2.3303 1.3175 1.8635 0.2894
H 2.9150 1.2869 0.2578 0.3365
H 1.8584 -0.9582 0.4546 0.2538
H 0.3268 -0.3727 2.1596 0.2407
H -1.7981 -0.7346 1.3107 0.4622
H -1.9970 -2.7982 -0.1858 0.2278
H -1.1731 1.9616 -1.0033 0.4034
H -2.7308 0.8998 -0.9601 0.3365
H -1.7417 1.3079 0.5894 0.3117
H 0.1029 0.7537 -2.3286 0.4093
H 0.6791 -1.9295 -1.3484 0.3383
```

Calculated values
HOMO-LUMO gap = 9.7072 eV
Calculated total energy = -21685.8910 eV
ΔE to the lowest compared entry with this formula, charge and spin = 214.36 kJ/mol
SMILES = CNN[C@H](S)/[N+](C)=C\O
Total charge = +1
F_max = 3.742 eV Å⁻¹